[1]
The following is a DFT calculation (wB97M-V/def2-TZVPD) of a molecular structure, C21H35BIrO2P2 in a non-equilibrium geometry.

Last column: Mulliken spin population.
Atoms and positions in Å:
P  0.195  -1.393  -6.622  0.368
P  0.010  1.794  -6.510  0.364
C  -0.202  -0.475  -8.197  0.014
C  0.282  0.981  -8.168  0.015
H  -1.292  -0.499  -8.318  -0.005
H  0.232  -1.013  -9.050  0.013
H  1.359  1.016  -8.371  -0.005
H  -0.216  1.573  -8.948  0.011
C  -1.593  2.662  -6.859  0.038
H  -1.814  3.354  -6.040  -0.002
H  -2.409  1.934  -6.908  0.000
H  -1.560  3.226  -7.800  0.015
C  1.163  3.234  -6.716  0.042
H  0.992  3.768  -7.659  0.017
H  2.198  2.878  -6.693  0.000
H  1.028  3.931  -5.884  -0.001
C  -0.968  -2.824  -6.837  0.043
H  -0.769  -3.575  -6.065  -0.002
H  -0.867  -3.294  -7.823  0.017
H  -1.998  -2.478  -6.712  0.001
C  1.769  -2.227  -7.148  0.038
H  2.577  -1.491  -7.209  0.001
H  1.666  -2.726  -8.119  0.015
H  2.052  -2.970  -6.395  -0.002
Ir  0.000  0.000  0.000  2.234
C  0.664  1.530  -1.476  0.189
C  -0.723  1.464  -1.554  0.007
C  -1.501  0.746  -2.645  0.020
C  -1.878  -0.708  -2.271  -0.005
C  -0.811  -1.443  -1.490  0.251
C  0.562  -1.368  -1.703  0.026
C  1.228  -0.585  -2.822  -0.031
C  1.645  0.846  -2.403  0.015
C  0.084  -1.467  1.469  0.074
H  1.092  2.318  -0.860  0.007
H  -1.284  2.187  -0.967  -0.007
H  -0.930  0.764  -3.578  -0.006
H  -2.424  1.303  -2.840  -0.006
H  -2.780  -0.690  -1.651  0.016
H  -2.139  -1.270  -3.181  0.022
H  -1.176  -2.268  -0.881  -0.007
H  1.177  -2.122  -1.218  0.013
H  0.566  -0.549  -3.691  -0.006
H  2.124  -1.126  -3.141  0.000
H  2.605  0.793  -1.878  0.011
H  1.815  1.461  -3.299  0.018
H  0.799  -1.202  2.254  0.027
H  0.359  -2.444  1.050  0.033
H  -0.907  -1.555  1.933  -0.008
O  -1.514  0.798  2.563  0.149
B  -0.519  1.349  1.664  0.113
O  0.564  1.894  2.453  0.083
C  0.237  1.575  3.715  0.266
C  1.000  1.801  4.860  -0.043
C  0.517  1.313  6.088  0.197
C  -0.708  0.616  6.147  0.168
C  -1.468  0.418  4.980  -0.042
C  -0.965  0.918  3.777  0.217
H  1.947  2.318  4.799  0.001
H  1.096  1.460  6.989  0.005
H  -1.061  0.226  7.094  0.005
H  -2.403  -0.128  5.014  0.000

Force components x, y, z for each atom (eV/Å):
P 0.0 -1.0 -2.4
P -0.2 1.1 -2.3
C -0.3 0.7 0.2
C 0.3 -0.7 0.2
H 0.1 0.0 0.1
H -0.1 0.0 0.3
H -0.1 0.0 0.1
H 0.1 0.0 0.3
C -0.2 -0.4 0.8
H 0.0 -0.1 -0.1
H 0.1 0.1 0.0
H 0.3 -0.2 0.2
C 0.3 -0.3 0.8
H -0.2 -0.3 0.1
H -0.1 0.1 0.0
H 0.0 -0.1 -0.1
C -0.2 0.3 0.9
H 0.0 0.1 -0.1
H 0.2 0.3 0.1
H 0.1 -0.1 0.0
C 0.3 0.4 0.9
H -0.1 -0.1 0.0
H -0.3 0.2 0.2
H 0.0 0.1 -0.1
Ir -0.1 -0.5 1.7
C 0.6 0.4 0.0
C -0.1 0.2 0.0
C -0.2 -0.2 0.0
C -0.1 0.2 -0.3
C -0.7 -0.4 -0.5
C 0.1 0.4 -0.5
C 0.1 0.1 -0.1
C 0.0 -0.1 -0.2
C 0.0 0.4 0.5
H -0.1 0.1 -0.2
H 0.1 0.0 -0.3
H 0.0 0.0 0.1
H 0.1 -0.1 0.0
H 0.1 0.0 -0.1
H 0.0 0.1 0.1
H 0.0 0.1 -0.1
H 0.0 0.1 0.0
H 0.1 0.0 0.1
H -0.1 0.1 0.1
H -0.1 0.0 -0.1
H 0.0 -0.1 0.1
H 0.1 -0.3 0.0
H 0.1 0.2 0.1
H 0.1 -0.1 -0.2
O 0.6 0.7 1.2
B 0.4 -1.1 -1.5
O -1.0 0.0 1.0
C 3.1 1.6 -0.1
C 0.0 -0.2 1.0
C 1.0 0.8 -1.5
C -1.5 -0.5 -1.5
C 0.3 -0.2 1.4
C -3.0 -1.6 0.1
H 0.0 0.0 0.0
H 0.0 0.0 0.0
H 0.0 0.0 -0.1
H 0.1 0.1 -0.1

The multiplicity is 6. The energy relative to the best compared isomer or geometry (same formula, charge and spin) comes out at 0.0 kcal/mol. Its LUMO energy (spin up / spin down) is -4.848 / -8.867 eV. The calculation puts the frontier orbital gap (spin up / spin down) at 5.29 / 5.30 eV. Its total charge is +2. The value obtained for the HOMO energy (spin up / spin down) is -10.140 / -14.168 eV.


[2]
The following is a DFT calculation (wB97M-V/def2-TZVPD) of a molecular structure, C22H19BrF3N2O4RuSe.

Last column: Mulliken spin population.
Atoms and positions in Å:
Ru  -0.415  0.447  -0.247  1.045
Br  -0.891  2.884  -0.087  -0.010
C  -2.621  2.764  0.668  -0.003
C  -3.346  3.884  0.889  0.000
C  -4.643  3.731  1.440  -0.001
C  -5.121  2.483  1.717  0.001
C  -4.343  1.320  1.471  0.000
C  -4.842  0.015  1.726  0.009
C  -4.060  -1.069  1.455  -0.006
C  -2.749  -0.910  0.947  0.001
C  -2.214  0.313  0.690  -0.015
C  -3.036  1.453  0.939  0.006
H  -2.951  4.864  0.648  0.001
H  -5.248  4.608  1.632  0.000
H  -6.114  2.358  2.135  0.000
H  -5.843  -0.101  2.127  0.001
H  -4.430  -2.072  1.631  0.000
H  -2.165  -1.807  0.790  -0.004
O  0.756  1.406  -4.606  0.000
C  1.053  1.113  -3.356  0.002
O  0.217  1.174  -2.475  0.016
C  2.502  0.725  -3.121  0.000
N  3.201  0.701  -4.423  0.000
C  3.517  -0.717  -4.712  0.000
C  3.722  -1.358  -3.344  0.000
C  2.639  -0.689  -2.491  0.002
H  2.915  1.495  -2.472  0.000
H  4.050  1.246  -4.378  0.000
H  1.624  1.321  -5.075  0.001
H  4.374  -0.784  -5.378  0.000
H  2.663  -1.180  -5.215  0.000
H  4.720  -1.119  -2.969  0.000
H  3.619  -2.444  -3.365  0.000
H  2.892  -0.632  -1.435  -0.001
H  1.698  -1.235  -2.562  0.000
Se  1.574  1.007  0.992  -0.075
C  1.487  0.161  2.698  0.002
C  2.621  -0.409  3.239  0.000
C  2.549  -0.937  4.524  -0.001
N  1.443  -0.940  5.270  -0.001
C  0.354  -0.388  4.723  0.001
C  0.328  0.182  3.458  0.001
H  3.544  -0.460  2.674  0.001
H  3.429  -1.390  4.972  0.000
H  -0.547  -0.395  5.331  0.000
H  -0.581  0.606  3.064  -0.001
F  1.003  -3.959  -1.271  0.001
C  0.549  -3.629  -0.055  -0.004
F  -0.532  -4.389  0.198  0.000
F  1.496  -3.933  0.835  0.000
C  0.165  -2.145  0.044  -0.035
O  0.014  -1.653  1.155  0.045
O  -0.026  -1.512  -1.044  0.021

Force components x, y, z for each atom (eV/Å):
Ru -0.5 -0.3 -0.7
Br 0.1 0.2 0.0
C 0.2 -0.1 -0.1
C -0.4 0.3 0.2
C 0.2 0.1 -0.1
C 0.0 -0.1 0.0
C -0.1 -0.1 0.1
C 0.1 0.1 0.0
C -0.1 0.0 0.0
C -0.2 -0.7 0.1
C 0.6 0.6 -0.3
C -0.3 0.1 0.2
H 0.0 -0.1 0.0
H 0.0 0.0 0.0
H 0.1 0.0 0.0
H 0.1 0.0 0.0
H 0.0 0.1 0.0
H -0.1 0.1 0.0
O -0.1 0.0 0.2
C -0.2 0.1 0.0
O 0.1 -0.1 0.2
C 0.1 -0.2 -0.1
N 0.0 -0.1 0.1
C 0.0 0.1 0.1
C 0.0 0.0 0.0
C 0.0 0.0 -0.2
H 0.1 0.0 0.1
H 0.0 0.0 0.0
H 0.1 -0.1 -0.1
H 0.0 0.0 0.0
H 0.0 0.1 0.0
H 0.0 0.0 0.0
H 0.0 0.1 0.0
H 0.0 0.0 0.0
H 0.1 0.1 0.0
Se 0.3 0.1 0.0
C -0.2 0.2 -0.1
C 0.2 -0.2 0.2
C -0.2 0.0 0.1
N 0.1 0.1 -0.3
C 0.1 0.0 -0.1
C 0.1 -0.2 0.3
H 0.0 0.0 0.1
H 0.0 0.0 0.0
H 0.1 0.0 0.0
H -0.2 0.1 0.0
F 0.0 0.0 0.0
C 0.0 -0.1 -0.1
F 0.1 0.0 0.0
F 0.0 -0.1 0.0
C -0.1 0.1 -0.1
O 0.1 -0.4 0.1
O -0.1 0.2 0.5

The multiplicity is 2. The energy relative to the best compared isomer or geometry (same formula, charge and spin) comes out at 0.0 kcal/mol. Its LUMO energy (spin up / spin down) is -1.124 / -0.738 eV. The calculation puts the frontier orbital gap (spin up / spin down) at 6.66 / 6.98 eV. The value obtained for the HOMO energy (spin up / spin down) is -7.787 / -7.717 eV.


[3]
The following is a DFT calculation (wB97M-V/def2-TZVPD) of a single C5H7N3 molecule in a non-equilibrium geometry.

Last column: Löwdin charge in e.
Atoms and positions in Å:
C  -2.250  0.073  0.218  -0.319
C  0.588  1.637  0.088  0.094
C  -1.597  -0.787  -0.549  -0.165
C  -0.655  -1.111  -1.213  -0.083
C  0.971  -0.505  1.111  -0.036
N  -2.810  0.287  1.232  0.113
N  0.900  -0.198  -1.103  0.015
N  0.925  0.358  0.024  -0.381
H  0.615  2.306  0.971  0.099
H  -0.452  -1.862  -1.937  0.073
H  0.078  1.868  -1.001  0.153
H  0.462  -0.087  1.996  0.115
H  0.433  -1.487  0.734  0.141
H  1.945  -0.959  1.274  0.097
H  0.847  0.468  -1.845  0.083

Force components x, y, z for each atom (eV/Å):
C -2.0 -0.1 4.2
C -1.8 0.0 -2.4
C -2.9 1.3 0.0
C 3.3 -2.0 -3.2
C -0.7 -4.0 1.6
N 0.3 1.0 -1.1
N 0.6 -3.7 -3.0
N -0.6 4.8 1.1
H 0.0 -0.9 -0.7
H 0.6 -0.3 -0.3
H 1.5 0.6 3.3
H 0.5 -0.3 -0.5
H 0.5 2.2 1.0
H 0.4 0.8 0.3
H 0.1 0.5 -0.4

The energy relative to the best compared isomer or geometry (same formula, charge and spin) comes out at 188.3 kcal/mol. Its LUMO energy (spin up / spin down) is -0.446 / -0.446 eV. The calculation puts the frontier orbital gap (spin up / spin down) at 7.02 / 7.02 eV. The value obtained for the HOMO energy (spin up / spin down) is -7.461 / -7.462 eV.


| no. | E (Eh) |
| --- | --- |
| 1 | -1782.79166 |
| 2 | -6630.15896 |
| 3 | -358.71832 |